[1]
C3H11BrSi3 | ωB97M-V/def2-TZVPD

Last column: Löwdin charge in e.
Atoms and positions in Å:
Br  3.05339  -2.41292  -1.84868  0.183
Si  1.62110  -0.69042  -1.49339  0.223
Si  2.01106  0.45025  1.26445  0.482
Si  -0.12291  1.31302  1.37135  0.427
C  -0.16308  -1.36759  -1.47345  -0.413
C  -1.13002  0.54674  -0.06313  -0.417
C  -0.97218  -0.97255  -0.23605  -0.378
H  -0.84487  1.02609  2.62309  -0.076
H  -0.15643  2.77518  1.22446  -0.083
H  -0.49627  -1.41269  0.64643  0.083
H  1.85732  0.11369  -2.69697  -0.096
H  -2.17969  0.78150  0.11400  0.061
H  -0.88201  1.03653  -1.00521  0.060
H  -0.14482  -2.45805  -1.52787  0.059
H  2.35061  -0.59572  2.23004  -0.141
H  -1.96530  -1.42941  -0.31267  0.104
H  3.18153  1.33182  1.20243  -0.150
H  -0.69444  -1.02652  -2.36665  0.071

Results
total energy = -3563.3705 a.u.
energy relative to the best compared isomer or geometry (same formula, charge and spin) = 0.0 kcal per mole
lowest unoccupied orbital energy = -0.178 eV

***

[2]
C3H11N | ωB97M-V/def2-TZVPD

Last column: Löwdin charge in e.
Atoms and positions in Å:
N  0.38532  -4.26876  -0.92472  -0.047
C  -0.26290  5.92680  2.35697  -0.053
C  -0.19594  -2.15836  -1.99043  -0.115
C  0.31250  -2.80582  -0.67365  -0.332
H  0.14124  -2.82812  -2.77473  0.065
H  0.98629  -4.77132  -0.27829  0.054
H  0.53484  5.50557  1.73706  0.015
H  0.17397  -1.13700  -2.11326  0.061
H  -1.28313  -2.06516  -1.87595  0.061
H  -0.54402  -4.61663  -0.68604  0.061
H  -1.15375  5.98441  1.73591  0.015
H  -0.36809  5.37319  3.29037  0.016
H  1.33701  -2.39813  -0.70001  0.097
H  0.12009  6.90621  2.61206  0.007
H  -0.18342  -2.64688  0.28470  0.096

Results
SMILES string = CCN.C
total energy = -175.6186 a.u.
energy relative to the best compared isomer or geometry (same formula, charge and spin) = 15.5 kcal per mole
lowest unoccupied orbital energy = 1.207 eV

***

[3]
C3H11N | ωB97M-V/def2-TZVPD

Last column: Löwdin charge in e.
Atoms and positions in Å:
N  0.68338  0.55948  1.07873  -0.017
C  -1.26261  1.77635  0.06414  -0.119
C  -0.76020  0.53168  0.76919  -0.346
C  1.16499  -2.54364  -1.52998  -0.044
H  -1.28436  0.39901  1.71327  0.090
H  0.26083  -1.98323  -1.78222  0.017
H  -2.28555  1.64136  -0.28272  0.065
H  0.96734  -3.47916  -1.01635  0.018
H  1.79004  -2.76165  -2.39258  0.017
H  1.09115  1.43211  0.75863  0.054
H  1.73006  -1.92029  -0.83940  -0.002
H  -1.23280  2.65569  0.71313  0.072
H  -0.67892  1.95852  -0.84180  0.069
H  -1.00194  -0.36247  0.18304  0.095
H  1.17470  -0.14311  0.53899  0.031

Results
SMILES string = CCN.C
total energy = -175.6326 a.u.
energy relative to the best compared isomer or geometry (same formula, charge and spin) = 6.7 kcal per mole
lowest unoccupied orbital energy = 1.021 eV

***

[4]
C3H11N2 | ωB97M-V/def2-TZVPD

Last column: Löwdin charge in e.
Atoms and positions in Å:
N  -0.00394  0.11767  -0.48847  -0.168
N  1.47666  0.51171  1.60675  0.081
C  -1.35116  0.59793  -0.89419  -0.016
C  0.16111  -1.34033  -0.69806  -0.004
C  0.20476  0.58056  1.11939  -0.157
H  -0.73616  -1.74303  -1.14824  0.097
H  -1.46730  1.64813  -0.66044  0.102
H  -2.07819  -0.10779  -0.52828  0.106
H  -0.23102  1.56408  1.01476  0.119
H  0.70384  0.64879  -0.98874  0.166
H  2.23839  0.93650  1.09755  0.111
H  1.01047  -1.60078  -1.30835  0.105
H  0.17865  -1.83907  0.26734  0.100
H  -1.43224  0.52533  -1.98741  0.116
H  -0.45308  -0.14035  1.57776  0.135
H  1.77921  -0.35936  2.01865  0.108

Results
charge = +1
SMILES string = C[NH+](C)CN
total energy = -230.1467 a.u.
energy relative to the best compared isomer or geometry (same formula, charge and spin) = 22.4 kcal per mole
lowest unoccupied orbital energy = -3.110 eV

***

[5]
C3H11N2 | ωB97M-V/def2-TZVPD

Last column: Löwdin charge in e.
Atoms and positions in Å:
N  -1.65721  2.04266  1.20656  0.016
N  -0.23685  -0.55201  -0.17128  0.032
C  1.22187  -0.30351  -0.15872  -0.175
C  -1.08166  -0.00704  -0.95000  0.151
C  1.96232  -1.62868  -0.20671  -0.053
H  1.39811  0.27665  0.74881  0.137
H  -0.65896  -1.14823  0.53891  0.180
H  -1.26304  2.75764  0.59801  0.026
H  1.40236  0.34360  -1.01518  0.128
H  1.81562  -2.09067  -1.18174  0.089
H  -2.63635  1.95197  0.95094  0.024
H  -1.65838  2.45773  2.11992  0.019
H  -2.11870  -0.29537  -0.87703  0.123
H  -0.72067  0.71742  -1.67037  0.126
H  3.02173  -1.48668  -0.01821  0.092
H  1.56404  -2.29847  0.55536  0.085

Results
charge = +1
total energy = -230.1472 a.u.
energy relative to the best compared isomer or geometry (same formula, charge and spin) = 22.1 kcal per mole
lowest unoccupied orbital energy = -4.734 eV

***

[6]
C3H11N2 | ωB97M-V/def2-TZVPD

Last column: Löwdin charge in e.
Atoms and positions in Å:
N  1.34506  0.75022  -2.19255  -0.004
N  -0.55070  -1.04090  0.63214  -0.021
C  0.50803  1.61704  -2.76332  -0.072
C  -0.98947  0.42538  0.96170  -0.016
C  0.27522  -1.54449  1.83880  -0.009
H  -1.37949  -1.67811  0.41536  0.205
H  1.17119  -0.82870  2.03908  0.137
H  -1.96432  0.68854  0.48030  0.105
H  2.20518  0.85964  -2.71857  0.028
H  -0.32628  -1.56844  2.81753  0.132
H  -1.26795  0.64751  1.97382  0.073
H  0.67197  -2.45822  1.46837  0.076
H  0.78296  2.62694  -2.98464  0.066
H  -0.02805  1.09647  0.74226  0.146
H  0.06318  -1.05493  -0.16462  0.128
H  -0.51654  1.46204  -2.54566  0.029

Results
charge = +1
total energy = -230.0743 a.u.
energy relative to the best compared isomer or geometry (same formula, charge and spin) = 67.8 kcal per mole
lowest unoccupied orbital energy = -3.351 eV

***

[7]
C3H11N2 | ωB97M-V/def2-TZVPD

Last column: Löwdin charge in e.
Atoms and positions in Å:
N  -0.14858  -1.66249  -0.83527  0.314
N  -1.04548  1.37055  -0.61015  0.214
C  0.89269  -1.27138  0.10237  -0.104
C  -0.54899  1.03052  0.79443  -0.081
C  0.74445  0.10901  0.84534  -0.087
H  -1.37403  2.34133  -0.64970  0.190
H  -0.08628  1.95101  1.13722  0.144
H  -0.29707  -2.68194  -0.89072  0.182
H  1.78973  -1.17924  -0.53380  0.179
H  0.97956  -2.04350  0.86324  0.149
H  0.09545  -1.34832  -1.78295  0.163
H  -0.25794  1.25145  -1.24594  0.164
H  0.94913  0.01819  1.89669  0.136
H  -1.84122  0.77668  -0.85236  0.174
H  1.46468  0.78670  0.38123  0.123
H  -1.31611  0.55142  1.38036  0.139

Results
charge = +2
total energy = -229.6435 a.u.
energy relative to the best compared isomer or geometry (same formula, charge and spin) = 35.3 kcal per mole
spin multiplicity = 2
expectation value of S² = 0.75
lowest unoccupied orbital energy (alpha / beta) = -8.125 / -13.487 eV

***

[8]
C3H11N2 | ωB97M-V/def2-TZVPD

Last column: Löwdin charge in e.
Atoms and positions in Å:
N  1.57139  0.06841  -0.36096  0.140
N  -1.04010  1.09080  0.03883  0.133
C  -1.34322  0.65383  1.32118  -0.051
C  -2.19804  -0.45308  1.42380  0.270
C  1.71057  -0.96430  -1.51535  0.045
H  -2.32273  -1.11454  0.57309  0.122
H  -1.02305  2.12190  0.03906  0.168
H  -1.89832  0.90059  -0.49509  0.152
H  -2.50892  -0.77542  2.41210  0.123
H  1.92149  0.98012  -0.65447  0.168
H  2.21533  -0.28207  0.34977  0.166
H  0.61381  0.10596  0.04556  0.093
H  -0.80430  1.08162  2.16112  0.160
H  2.20886  -1.85117  -1.15754  0.108
H  2.19806  -0.41978  -2.31758  0.109
H  0.69916  -1.14286  -1.86351  0.094

Results
charge = +2
total energy = -229.6630 a.u.
energy relative to the best compared isomer or geometry (same formula, charge and spin) = 23.1 kcal per mole
spin multiplicity = 2
expectation value of S² = 0.76
lowest unoccupied orbital energy (alpha / beta) = -9.209 / -12.485 eV